No. 1
The following is a quantum chemistry calculation of C8H14N2O2S as an isolated structure in a non-equilibrium geometry, from OMol25.

```
27
Properties=species:S:1:pos:R:3
C 2.84 2.26 0.46
C 1.51 2.52 -0.02
C -0.17 1.21 -0.95
C -0.59 -0.29 -1.39
C -2.05 -0.27 -0.85
C -1.04 -1.50 1.58
C 0.35 -1.49 1.34
C 0.68 -1.90 -0.05
H 2.84 1.20 1.09
H 3.67 2.13 -0.51
H 3.03 3.28 1.07
H 1.02 2.95 1.03
H 1.26 3.38 -0.85
H -0.55 -0.59 -2.46
H -2.47 -1.19 -1.23
H -2.72 0.48 -1.29
H -1.16 -1.37 2.69
H -1.56 -2.43 1.08
H 0.76 -2.08 2.04
H 0.83 -0.50 1.80
H 2.11 -3.39 -0.71
H 1.63 -3.38 1.25
N 1.58 -2.90 0.02
N 0.29 -1.38 -1.18
O 0.87 1.27 -0.32
O -0.80 2.20 -1.47
S -1.97 0.03 1.04
```

* strongest force on any atom: 8.7 eV/A
* spin multiplicity: 1
* HOMO: -8.61 eV
* gap between HOMO and LUMO: 8.916 eV

Table of Löwdin atomic charges, one value per atom, all in e: number 1, C, carries -0.1541; number 2, C, carries -0.3063; number 3, C, carries -0.5397; number 4, C, carries -0.3100; number 5, C, carries -0.3566; number 6, C, carries -0.4833; number 7, C, carries -0.3013; number 8, C, carries -0.4391; number 9, H, carries 0.1314; number 10, H, carries 0.1428; number 11, H, carries 0.1162; number 12, H, carries 0.1705; number 13, H, carries 0.1856; number 14, H, carries 0.1460; number 15, H, carries 0.0755; number 16, H, carries 0.0721; number 17, H, carries 0.0863; number 18, H, carries 0.1400; number 19, H, carries 0.0356; number 20, H, carries 0.1752; number 21, H, carries 0.0951; number 22, H, carries 0.2571; number 23, N, carries 0.0902; number 24, N, carries 0.0825; number 25, O, carries 0.0055; number 26, O, carries 0.0208; number 27, S, carries 0.8620


No. 2
The following is a quantum chemistry calculation of a 2-piece molecular cluster, C23H33O9S2 overall in a non-equilibrium geometry, from OMol25.

```
67
Properties=species:S:1:pos:R:3
C -2.04 -3.62 4.15
C -0.96 -2.63 3.72
C -1.25 -2.00 2.37
C -0.12 -1.17 1.74
C 0.11 0.22 2.19
C 1.43 0.64 2.68
O 1.75 1.75 3.08
O 2.33 -0.35 2.54
C 3.68 -0.06 3.02
C 4.64 -0.67 2.05
C -0.98 1.06 2.72
O -0.86 1.97 3.54
O -2.19 0.73 2.21
C -3.26 1.48 2.84
C -4.50 1.26 2.03
H -1.78 -4.07 5.11
H -3.01 -3.13 4.26
H -2.15 -4.43 3.42
H -0.85 -1.85 4.48
H 0.01 -3.14 3.66
H -1.45 -2.81 1.65
H -2.14 -1.37 2.42
H 0.85 -1.67 1.82
H -0.36 -1.13 0.67
H 3.79 1.03 3.07
H 3.75 -0.50 4.02
H 5.62 -0.21 2.18
H 4.74 -1.75 2.24
H 4.30 -0.53 1.02
H -3.38 1.13 3.88
H -2.98 2.54 2.85
H -5.28 1.95 2.36
H -4.29 1.44 0.97
H -4.88 0.23 2.15
C 0.98 8.35 -0.78
O 0.98 7.47 0.36
C 0.85 6.13 0.17
C 0.73 5.50 -1.09
C 0.71 4.12 -1.17
C 0.83 3.29 -0.03
C 0.95 1.85 -0.16
C 1.57 1.26 -1.21
S 1.57 -0.49 -1.50
O 2.73 -1.04 -0.84
O 0.23 -1.00 -1.25
C 1.73 -0.64 -3.29
C 3.11 -0.28 -3.80
C 3.81 0.79 -2.99
S 2.70 2.07 -2.34
O 1.90 2.52 -3.47
O 3.52 2.99 -1.58
C 0.83 3.95 1.22
C 0.87 5.32 1.34
H 1.08 9.34 -0.33
H 1.82 8.15 -1.45
H 0.04 8.29 -1.34
H 0.68 6.08 -2.02
H 0.55 3.68 -2.14
H 0.49 1.22 0.59
H 1.51 -1.70 -3.45
H 0.94 -0.04 -3.74
H 3.73 -1.17 -3.80
H 3.02 0.05 -4.84
H 4.38 0.39 -2.15
H 4.47 1.39 -3.63
H 0.84 3.35 2.13
H 0.93 5.80 2.31
```

* strongest force on any atom: 3.2 eV/A
* spin multiplicity: 1
* HOMO: -3.24 eV
* charge: -1
* gap between HOMO and LUMO: 5.512 eV

Table of Löwdin atomic charges, one value per atom, all in e: number 1, C, carries -0.1322; number 2, C, carries -0.2680; number 3, C, carries -0.2100; number 4, C, carries -0.1787; number 5, C, carries -0.1432; number 6, C, carries -0.5019; number 7, O, carries 0.0301; number 8, O, carries -0.0496; number 9, C, carries -0.2135; number 10, C, carries -0.0794; number 11, C, carries -0.4847; number 12, O, carries 0.0279; number 13, O, carries -0.0479; number 14, C, carries -0.2387; number 15, C, carries -0.0898; number 16, H, carries 0.0558; number 17, H, carries 0.0652; number 18, H, carries 0.0631; number 19, H, carries 0.1124; number 20, H, carries 0.1058; number 21, H, carries 0.1097; number 22, H, carries 0.0978; number 23, H, carries 0.1164; number 24, H, carries 0.0718; number 25, H, carries 0.1094; number 26, H, carries 0.1195; number 27, H, carries 0.0683; number 28, H, carries 0.0728; number 29, H, carries 0.0588; number 30, H, carries 0.1261; number 31, H, carries 0.1169; number 32, H, carries 0.0672; number 33, H, carries 0.0782; number 34, H, carries 0.0710; number 35, C, carries -0.0729; number 36, O, carries -0.0951; number 37, C, carries -0.2663; number 38, C, carries -0.0131; number 39, C, carries -0.0441; number 40, C, carries -0.1804; number 41, C, carries 0.0089; number 42, C, carries -0.3098; number 43, S, carries 0.6829; number 44, O, carries -0.2967; number 45, O, carries -0.3127; number 46, C, carries -0.2457; number 47, C, carries -0.2500; number 48, C, carries -0.2439; number 49, S, carries 0.6859; number 50, O, carries -0.3346; number 51, O, carries -0.2940; number 52, C, carries 0.0158; number 53, C, carries 0.0138; number 54, H, carries 0.0842; number 55, H, carries 0.0922; number 56, H, carries 0.0897; number 57, H, carries 0.1043; number 58, H, carries 0.0957; number 59, H, carries 0.0905; number 60, H, carries 0.1111; number 61, H, carries 0.1131; number 62, H, carries 0.1183; number 63, H, carries 0.1167; number 64, H, carries 0.1050; number 65, H, carries 0.1095; number 66, H, carries 0.0950; number 67, H, carries 0.1200


No. 3
The following is a quantum chemistry calculation of the molecule C17H23N3O3 in a non-equilibrium geometry, from OMol25.

```
46
Properties=species:S:1:pos:R:3
C -0.75 2.63 0.52
C 0.28 1.40 0.65
C -2.24 2.20 0.99
C -2.77 1.07 0.23
C -3.71 1.08 -0.80
C -2.41 -0.25 0.47
C -3.10 -1.03 -0.56
C -1.69 -0.84 1.44
C -3.03 -2.38 -0.61
C -1.55 -2.26 1.36
C -2.27 -2.91 0.41
C 1.94 0.25 -0.66
C 1.23 -1.20 -0.36
C 3.18 0.37 0.25
C 4.43 -0.49 -0.19
C 4.93 0.04 -1.56
C 5.49 -0.18 0.90
H -1.73 2.70 -1.29
H -0.17 3.53 -1.29
H -0.30 3.34 1.33
H -2.02 2.04 2.06
H -2.93 3.11 1.00
H -4.35 1.91 -1.28
H -4.43 -0.35 -2.20
H -1.15 -0.39 2.28
H -3.70 -3.02 -1.16
H -0.90 -2.72 2.20
H -2.16 -4.07 0.38
H 0.34 1.44 -1.40
H 2.25 0.22 -1.67
H 3.09 0.12 1.35
H 3.40 1.48 0.21
H 4.24 -1.62 -0.45
H 5.38 1.00 -1.28
H 4.04 0.19 -2.24
H 5.65 -0.73 -2.12
H 6.64 -0.30 0.39
H 5.40 1.01 1.22
H 5.39 -0.96 1.87
H -0.18 -2.32 -1.31
N -0.94 3.25 -0.74
N -3.90 -0.17 -1.29
N 0.85 1.19 -0.53
O 0.46 0.82 1.65
O 1.54 -1.94 0.54
O 0.30 -1.44 -1.40
```

* strongest force on any atom: 5.8 eV/A
* spin multiplicity: 1
* HOMO: -7.69 eV
* gap between HOMO and LUMO: 8.259 eV

Table of Löwdin atomic charges, one value per atom, all in e: number 1, C, carries -0.2858; number 2, C, carries -0.5059; number 3, C, carries -0.1008; number 4, C, carries -0.2249; number 5, C, carries -0.0713; number 6, C, carries -0.1558; number 7, C, carries -0.1985; number 8, C, carries -0.0203; number 9, C, carries -0.0521; number 10, C, carries -0.0928; number 11, C, carries -0.1550; number 12, C, carries -0.1897; number 13, C, carries -0.3840; number 14, C, carries -0.1545; number 15, C, carries -0.4644; number 16, C, carries -0.1167; number 17, C, carries -0.1392; number 18, H, carries 0.1248; number 19, H, carries 0.0550; number 20, H, carries 0.1640; number 21, H, carries 0.1137; number 22, H, carries 0.1374; number 23, H, carries 0.1515; number 24, H, carries 0.1909; number 25, H, carries 0.1201; number 26, H, carries 0.1101; number 27, H, carries 0.1405; number 28, H, carries 0.1342; number 29, H, carries 0.1541; number 30, H, carries 0.1069; number 31, H, carries 0.1296; number 32, H, carries 0.1359; number 33, H, carries 0.1608; number 34, H, carries 0.0667; number 35, H, carries 0.0666; number 36, H, carries 0.1172; number 37, H, carries 0.1222; number 38, H, carries 0.1185; number 39, H, carries 0.1230; number 40, H, carries 0.1301; number 41, N, carries 0.0119; number 42, N, carries 0.0600; number 43, N, carries 0.1074; number 44, O, carries 0.1034; number 45, O, carries 0.1140; number 46, O, carries 0.0410


E_tot: -971.1999 -2369.7192 -1051.4913 (hartree)